Entry 1:
Formula: C4H8O2
Source: OMol25
Level of theory: ωB97M-V with the def2-TZVPD basis set

Computed properties:
Orbital gap in Eh: 0.3816
Strongest force on any atom in eV Å⁻¹: 0.5
DFT total energy in Ha: -307.650562
Lowest unoccupied orbital energy in eV: 0.81
Energy relative to the best compared isomer or geometry (same formula, charge and spin) in kcal/mol: 38.8

```
14
Properties=species:S:1:pos:R:3:forces:R:3
O 1.583 -1.732 -0.872 -0.2 0.3 0.4
O -0.491 0.853 0.454 0.1 0.1 -0.1
C -0.270 -0.307 -0.315 0.0 -0.1 -0.2
C 1.093 -0.951 -0.092 0.1 -0.3 -0.2
C -0.235 0.778 1.837 0.0 0.0 0.3
C -0.432 0.095 -1.770 0.0 0.0 -0.1
H -0.452 -0.215 2.257 0.0 0.1 -0.1
H 0.806 1.040 2.066 -0.1 -0.1 0.0
H 1.617 -0.696 0.852 0.0 0.0 -0.1
H -1.439 0.482 -1.944 0.1 -0.1 0.0
H -0.242 -0.760 -2.421 0.0 0.1 0.1
H 0.287 0.887 -2.003 -0.1 -0.1 0.0
H -1.013 -1.086 -0.054 0.1 0.1 0.0
H -0.883 1.513 2.321 0.1 -0.1 0.0
```
Positions in Å, forces in eV/Å.

=====

Entry 2:
Formula: C4H8O2
Source: OMol25
Level of theory: ωB97M-V with the def2-TZVPD basis set

Computed properties:
Orbital gap in Eh: 0.4123
Strongest force on any atom in eV Å⁻¹: 3.8
DFT total energy in Ha: -307.605154
Lowest unoccupied orbital energy in eV: 0.99
Energy relative to the best compared isomer or geometry (same formula, charge and spin) in kcal/mol: 67.3

```
14
Properties=species:S:1:pos:R:3:forces:R:3
O -0.098 0.988 -1.179 0.2 0.0 -0.1
O -1.004 -1.009 1.329 -0.6 0.5 -1.1
C 0.528 1.269 0.064 0.3 0.2 0.2
C 1.104 -0.064 0.534 0.1 0.0 -0.1
C -0.852 -0.173 -1.003 0.9 -0.7 0.1
C -0.043 -1.014 0.302 0.3 0.5 -2.1
H -0.209 1.634 0.799 0.1 0.0 -0.2
H -1.470 -0.620 0.543 -2.5 -0.1 2.9
H 1.281 2.036 -0.110 -0.1 0.0 0.0
H 1.941 -0.364 -0.099 0.1 0.2 0.1
H 1.423 -0.024 1.580 -0.1 -0.2 -0.2
H 0.215 -2.034 0.001 0.1 0.2 -0.1
H -1.939 0.142 -0.842 0.9 -0.7 0.6
H -0.878 -0.766 -1.920 0.2 0.1 0.0
```
Positions in Å, forces in eV/Å.

=====

Entry 3:
Formula: C4H8O2
Source: OMol25
Level of theory: ωB97M-V with the def2-TZVPD basis set

Computed properties:
Orbital gap in Eh: 0.3922
Strongest force on any atom in eV Å⁻¹: 1.4
DFT total energy in Ha: -307.596942
Lowest unoccupied orbital energy in eV: 0.93
Energy relative to the best compared isomer or geometry (same formula, charge and spin) in kcal/mol: 72.5

```
14
Properties=species:S:1:pos:R:3:forces:R:3
O 0.307 -0.348 1.689 -0.4 0.3 0.0
O -2.503 0.154 -0.674 -0.4 0.5 0.3
C -0.619 -0.536 0.603 0.3 -0.4 -0.8
C -1.131 0.378 -0.487 0.1 0.3 -0.2
C 1.704 0.420 -0.137 0.1 -0.2 0.0
C 0.805 -0.679 0.405 0.6 -0.2 -0.2
H -1.195 -1.455 0.777 0.1 0.4 -0.4
H -2.824 0.219 0.229 -0.8 0.0 -0.1
H 1.904 0.350 -1.211 -0.1 -0.1 0.1
H -0.837 1.425 -0.344 -0.4 0.0 0.1
H -0.638 0.059 -1.429 -0.4 0.1 0.5
H 1.372 1.441 0.095 -0.1 -0.5 0.0
H 1.013 -1.690 0.084 1.1 -0.4 0.8
H 2.642 0.264 0.398 0.2 0.2 -0.2
```
Positions in Å, forces in eV/Å.